# C37H83IInN8O8

A structure of composition C37H83IInN8O8 (ωB97M-V/def2-TZVPD, OMol25).

Atoms and positions in Å:
1 C 6.30 -1.06 1.78
2 C 4.97 -0.72 2.45
3 C 3.98 -1.88 2.37
4 I 2.43 -1.69 3.92
5 In 2.99 -2.07 0.32
6 C 1.81 -4.00 0.34
7 C 0.35 -3.90 -0.13
8 C -0.67 -3.34 0.88
9 C -0.65 -4.05 2.24
10 C -0.55 -1.82 1.00
11 C -1.84 -1.09 1.42
12 C -1.68 0.34 0.99
13 C -0.99 1.20 1.67
14 C -0.47 2.43 0.97
15 C -0.63 1.08 3.12
16 H 7.01 -0.30 2.07
17 H 6.66 -2.01 2.17
18 H 6.23 -1.05 0.70
19 H 5.20 -0.55 3.51
20 H 4.56 0.22 2.09
21 H 4.53 -2.78 2.62
22 H 4.28 -2.04 -0.91
23 H 1.93 -0.66 0.00
24 H 2.33 -4.61 -0.41
25 H 1.93 -4.52 1.29
26 H 0.30 -3.31 -1.04
27 H 0.02 -4.92 -0.37
28 H -1.66 -3.53 0.45
29 H 0.33 -4.39 2.54
30 H -1.30 -4.92 2.18
31 H -1.09 -3.43 3.02
32 H -0.26 -1.44 0.03
33 H 0.23 -1.52 1.69
34 H -1.94 -1.12 2.51
35 H -2.72 -1.55 0.97
36 H -2.11 0.66 0.05
37 H -1.08 3.29 1.25
38 H -0.52 2.32 -0.11
39 H 0.56 2.63 1.23
40 H -0.30 2.04 3.51
41 H 0.18 0.37 3.30
42 H -1.51 0.75 3.66
43 C 3.56 -1.99 -4.17
44 O 2.78 -2.25 -3.28
45 N 3.57 -0.81 -4.83
46 C 4.50 -0.50 -5.89
47 C 2.58 0.18 -4.42
48 H 4.32 -2.70 -4.53
49 H 5.10 0.37 -5.62
50 H 3.95 -0.28 -6.81
51 H 5.16 -1.35 -6.07
52 H 2.72 0.42 -3.37
53 H 1.58 -0.24 -4.56
54 H 2.68 1.09 -5.02
55 C 1.35 3.45 -6.78
56 O 2.47 3.13 -6.42
57 N 0.31 3.65 -5.96
58 C -1.01 4.02 -6.45
59 C 0.50 3.47 -4.53
60 H 1.10 3.60 -7.85
61 H -1.32 4.98 -6.02
62 H -1.73 3.25 -6.16
63 H -1.00 4.11 -7.53
64 H 1.27 4.17 -4.18
65 H 0.84 2.46 -4.32
66 H -0.43 3.66 -4.01
67 C -4.38 2.53 -2.98
68 O -3.88 2.35 -4.08
69 N -5.13 1.63 -2.32
70 C -5.69 1.92 -1.01
71 C -5.37 0.33 -2.93
72 H -4.26 3.48 -2.43
73 H -5.32 1.20 -0.28
74 H -6.78 1.85 -1.06
75 H -5.42 2.92 -0.70
76 H -4.42 -0.17 -3.11
77 H -5.88 0.47 -3.89
78 H -5.99 -0.27 -2.27
79 C -2.54 7.76 -5.87
80 O -1.85 6.84 -6.26
81 N -3.73 7.61 -5.25
82 C -4.52 8.74 -4.80
83 C -4.23 6.26 -5.03
84 H -2.24 8.82 -5.99
85 H -4.66 8.68 -3.72
86 H -5.49 8.73 -5.30
87 H -4.01 9.67 -5.04
88 H -3.52 5.70 -4.42
89 H -4.34 5.75 -5.99
90 H -5.19 6.30 -4.53
91 C -0.64 -6.48 5.90
92 O -1.17 -6.32 4.82
93 N 0.13 -5.58 6.54
94 C 0.71 -5.85 7.84
95 C 0.38 -4.29 5.92
96 H -0.76 -7.42 6.47
97 H 0.36 -5.12 8.57
98 H 1.80 -5.79 7.77
99 H 0.44 -6.85 8.17
100 H -0.57 -3.77 5.74
101 H 0.87 -4.43 4.95
102 H 1.01 -3.68 6.55
103 C -1.98 -5.69 -4.34
104 O -2.76 -6.53 -4.77
105 N -0.67 -5.89 -4.12
106 C 0.20 -4.85 -3.60
107 C -0.12 -7.20 -4.40
108 H -2.30 -4.66 -4.09
109 H 1.00 -4.66 -4.32
110 H 0.64 -5.18 -2.66
111 H -0.35 -3.93 -3.44
112 H -0.27 -7.45 -5.46
113 H -0.63 -7.96 -3.80
114 H 0.94 -7.21 -4.18
115 C -5.62 0.94 3.85
116 O -6.15 1.22 2.79
117 N -4.93 1.80 4.62
118 C -4.32 1.39 5.87
119 C -4.78 3.18 4.18
120 H -5.67 -0.08 4.27
121 H -4.74 1.99 6.68
122 H -3.24 1.56 5.82
123 H -4.51 0.34 6.07
124 H -5.77 3.63 4.07
125 H -4.29 3.19 3.21
126 H -4.20 3.74 4.90
127 C 5.63 2.33 7.01
128 O 4.52 2.84 6.93
129 N 6.48 2.16 5.98
130 C 7.78 1.55 6.16
131 C 6.08 2.61 4.66
132 H 6.03 1.95 7.97
133 H 8.57 2.26 5.86
134 H 7.86 0.66 5.53
135 H 7.93 1.27 7.20
136 H 5.88 3.68 4.68
137 H 5.18 2.09 4.35
138 H 6.88 2.42 3.94

Results
* total charge: -1
* gap between HOMO and LUMO: 6.16 eV
* max |F|: 1.981 eV/Å
* E_HOMO: -4.44 eV

---

# C37H84O12

A cluster of 12 separate species, C37H84O12 in total (ωB97M-V/def2-TZVPD, OMol25).

Atoms and positions in Å:
1 C 15.72 -20.57 -29.08
2 C 14.43 -20.20 -29.80
3 C 14.93 -19.36 -31.00
4 O 16.34 -19.17 -30.81
5 C 16.66 -19.44 -29.45
6 H 16.08 -21.50 -29.51
7 H 15.51 -20.68 -28.01
8 H 13.78 -19.54 -29.23
9 H 13.87 -21.11 -30.03
10 H 14.50 -18.35 -30.92
11 H 14.69 -19.78 -31.98
12 H 16.50 -18.56 -28.82
13 H 17.70 -19.74 -29.43
14 C 4.23 -23.04 -30.02
15 C 2.95 -22.70 -30.76
16 C 3.37 -21.54 -31.69
17 O 4.66 -21.12 -31.26
18 C 4.92 -21.68 -29.98
19 H 4.85 -23.77 -30.55
20 H 4.15 -23.48 -29.02
21 H 2.15 -22.46 -30.06
22 H 2.55 -23.56 -31.30
23 H 2.64 -20.73 -31.64
24 H 3.45 -21.90 -32.72
25 H 4.55 -21.03 -29.18
26 H 6.01 -21.68 -29.88
27 C 9.17 -19.86 -23.58
28 C 10.43 -19.69 -22.73
29 C 10.89 -21.13 -22.45
30 O 10.48 -21.87 -23.58
31 C 9.26 -21.29 -24.11
32 H 9.17 -19.08 -24.34
33 H 8.27 -19.78 -22.96
34 H 10.33 -19.20 -21.76
35 H 11.24 -19.18 -23.25
36 H 10.47 -21.50 -21.50
37 H 11.98 -21.23 -22.43
38 H 8.45 -21.96 -23.84
39 H 9.42 -21.36 -25.19
40 C 11.42 -19.88 -32.69
41 C 10.10 -20.48 -33.16
42 C 10.36 -20.66 -34.64
43 O 11.67 -21.17 -34.68
44 C 12.44 -20.54 -33.65
45 H 11.62 -19.96 -31.62
46 H 11.44 -18.81 -32.90
47 H 9.22 -19.88 -32.91
48 H 9.98 -21.46 -32.68
49 H 10.26 -19.70 -35.17
50 H 9.67 -21.35 -35.13
51 H 13.09 -19.82 -34.14
52 H 13.04 -21.27 -33.11
53 C 13.45 -17.46 -24.45
54 C 12.74 -18.35 -25.48
55 C 13.84 -18.62 -26.53
56 O 15.03 -18.02 -26.09
57 C 14.69 -16.98 -25.19
58 H 13.75 -18.05 -23.58
59 H 12.82 -16.65 -24.08
60 H 11.85 -17.88 -25.91
61 H 12.45 -19.31 -25.06
62 H 13.47 -18.19 -27.48
63 H 13.99 -19.68 -26.74
64 H 14.47 -16.04 -25.73
65 H 15.57 -16.76 -24.59
66 C 12.10 -16.32 -31.09
67 C 12.03 -16.41 -29.57
68 C 10.99 -15.33 -29.25
69 O 11.13 -14.34 -30.25
70 C 11.94 -14.81 -31.32
71 H 11.26 -16.85 -31.54
72 H 13.01 -16.73 -31.52
73 H 13.00 -16.14 -29.15
74 H 11.73 -17.37 -29.14
75 H 11.21 -14.92 -28.26
76 H 9.98 -15.75 -29.25
77 H 12.91 -14.31 -31.34
78 H 11.37 -14.66 -32.24
79 C 10.28 -21.89 -29.27
80 C 9.04 -21.00 -29.36
81 C 9.47 -19.66 -28.70
82 O 10.84 -19.76 -28.38
83 C 11.17 -21.12 -28.28
84 H 10.78 -21.90 -30.24
85 H 10.04 -22.89 -28.90
86 H 8.15 -21.32 -28.81
87 H 8.75 -20.80 -30.39
88 H 8.81 -19.41 -27.86
89 H 9.32 -18.82 -29.39
90 H 10.87 -21.50 -27.28
91 H 12.22 -21.38 -28.36
92 C 13.10 -24.97 -24.01
93 C 13.14 -24.44 -25.42
94 C 13.80 -23.07 -25.55
95 O 13.85 -25.33 -26.28
96 H 12.67 -25.97 -23.98
97 H 12.54 -24.33 -23.32
98 H 14.10 -24.98 -23.57
99 H 12.12 -24.33 -25.79
100 H 14.76 -23.05 -25.02
101 H 13.17 -22.34 -25.02
102 H 13.86 -22.86 -26.61
103 H 13.31 -26.11 -26.43
104 C 6.54 -22.62 -26.44
105 C 5.32 -22.64 -25.56
106 C 4.44 -23.87 -25.72
107 O 5.72 -22.52 -24.18
108 H 7.26 -23.38 -26.11
109 H 7.06 -21.67 -26.40
110 H 6.29 -22.93 -27.46
111 H 4.72 -21.75 -25.79
112 H 3.54 -23.75 -25.11
113 H 4.95 -24.78 -25.42
114 H 4.12 -23.99 -26.75
115 H 5.09 -21.95 -23.73
116 C 12.54 -24.59 -33.36
117 C 13.06 -24.32 -31.97
118 C 12.77 -25.44 -31.01
119 O 14.47 -24.04 -32.02
120 H 11.47 -24.41 -33.46
121 H 12.88 -25.55 -33.76
122 H 13.00 -23.87 -34.05
123 H 12.58 -23.41 -31.59
124 H 13.24 -26.37 -31.33
125 H 11.69 -25.62 -31.01
126 H 13.04 -25.19 -29.99
127 H 14.93 -24.86 -31.84
128 O 6.99 -17.28 -30.52
129 H 6.38 -16.89 -29.89
130 H 6.86 -18.23 -30.45
131 O 6.04 -19.31 -27.63
132 H 6.29 -19.30 -26.70
133 H 5.73 -18.42 -27.80

Results
* gap between HOMO and LUMO: 9.07 eV
* max |F|: 2.171 eV/Å
* E_HOMO: -9.23 eV

---

# C37H85Br4N11O11

A cluster of 13 separate species, C37H85Br4N11O11 in total (ωB97M-V/def2-TZVPD, OMol25).

Atoms and positions in Å:
1 Br -12.94 0.77 5.42
2 C -13.17 1.44 7.18
3 C -13.87 0.40 8.02
4 Br -14.19 1.22 9.78
5 H -13.89 2.24 7.05
6 H -12.22 1.73 7.64
7 H -13.28 -0.52 8.07
8 H -14.82 0.16 7.55
9 Br -9.42 2.52 13.10
10 C -8.50 2.51 14.93
11 C -9.30 3.45 15.77
12 Br -8.66 3.23 17.65
13 H -7.46 2.84 14.89
14 H -8.50 1.46 15.22
15 H -10.32 3.05 15.73
16 H -9.30 4.48 15.42
17 C -14.60 1.90 17.20
18 O -14.20 3.04 17.16
19 N -15.46 1.38 16.32
20 C -16.17 2.25 15.40
21 C -15.58 -0.02 16.03
22 H -14.20 1.17 17.92
23 H -15.68 2.14 14.44
24 H -16.14 3.31 15.67
25 H -17.17 1.93 15.10
26 H -16.65 -0.23 16.09
27 H -15.29 -0.19 14.99
28 H -15.07 -0.75 16.65
29 C -19.67 -2.10 9.96
30 O -19.50 -2.23 8.73
31 N -18.81 -2.36 10.92
32 C -18.92 -1.78 12.24
33 C -17.51 -3.04 10.69
34 H -20.53 -1.51 10.31
35 H -19.90 -1.56 12.66
36 H -18.15 -1.02 12.42
37 H -18.75 -2.49 13.04
38 H -16.67 -2.39 10.93
39 H -17.41 -3.95 11.28
40 H -17.38 -3.31 9.64
41 C -15.35 -1.17 21.44
42 O -14.89 -1.78 20.46
43 N -16.43 -1.65 22.17
44 C -16.92 -0.92 23.37
45 C -17.03 -2.93 22.00
46 H -14.89 -0.26 21.85
47 H -18.00 -0.89 23.28
48 H -16.62 -1.46 24.27
49 H -16.78 0.17 23.35
50 H -18.10 -2.81 21.84
51 H -16.59 -3.63 21.28
52 H -16.92 -3.48 22.93
53 C -20.86 6.84 16.73
54 O -20.22 7.75 16.27
55 N -22.04 6.99 17.38
56 C -22.92 5.86 17.69
57 C -22.64 8.26 17.67
58 H -20.40 5.84 16.72
59 H -22.26 5.03 17.92
60 H -23.62 5.67 16.88
61 H -23.55 6.10 18.55
62 H -22.02 9.11 17.40
63 H -23.51 8.39 17.02
64 H -22.83 8.31 18.74
65 C -10.60 2.37 23.04
66 O -11.02 1.60 22.17
67 N -10.99 3.67 23.11
68 C -10.32 4.65 23.89
69 C -12.08 4.22 22.28
70 H -9.78 2.11 23.74
71 H -11.04 5.16 24.53
72 H -9.80 5.37 23.26
73 H -9.53 4.27 24.54
74 H -11.66 4.75 21.43
75 H -12.83 3.50 21.95
76 H -12.68 4.88 22.91
77 C -16.93 5.59 20.57
78 O -17.93 5.03 20.99
79 N -16.71 6.91 20.42
80 C -15.67 7.45 19.53
81 C -17.74 7.84 20.91
82 H -16.13 5.02 20.08
83 H -14.95 8.15 19.94
84 H -16.13 7.96 18.68
85 H -15.14 6.70 18.94
86 H -18.38 7.36 21.65
87 H -17.34 8.72 21.40
88 H -18.33 8.12 20.03
89 C -18.16 4.48 10.38
90 O -18.18 4.87 11.59
91 N -19.18 3.81 9.87
92 C -19.18 3.32 8.52
93 C -20.34 3.48 10.74
94 H -17.27 4.48 9.72
95 H -19.36 2.25 8.56
96 H -18.28 3.58 7.96
97 H -20.03 3.84 8.07
98 H -20.57 2.42 10.64
99 H -20.27 3.75 11.80
100 H -21.21 3.99 10.35
101 C -13.77 8.59 12.35
102 O -13.87 9.80 12.01
103 N -13.83 8.22 13.68
104 C -13.54 6.84 14.06
105 C -13.89 9.18 14.78
106 H -13.64 7.75 11.65
107 H -13.65 6.19 13.19
108 H -14.29 6.35 14.69
109 H -12.54 6.70 14.45
110 H -13.96 10.22 14.45
111 H -14.79 8.94 15.35
112 H -13.06 9.16 15.49
113 C -14.50 -5.86 14.64
114 O -15.54 -5.35 14.16
115 N -13.99 -6.99 14.05
116 C -12.65 -7.39 14.43
117 C -14.43 -7.48 12.75
118 H -13.97 -5.37 15.47
119 H -12.64 -7.25 15.51
120 H -11.82 -6.80 14.04
121 H -12.45 -8.41 14.12
122 H -14.42 -8.57 12.77
123 H -15.41 -7.08 12.51
124 H -13.76 -7.15 11.95
125 C -20.61 0.96 18.21
126 O -20.93 1.14 17.04
127 N -21.36 0.46 19.21
128 C -20.98 0.31 20.55
129 C -22.77 -0.04 19.12
130 H -19.60 1.19 18.59
131 H -19.97 0.71 20.65
132 H -20.96 -0.76 20.76
133 H -21.70 0.83 21.18
134 H -22.85 -0.05 18.03
135 H -22.81 -1.04 19.55
136 H -23.47 0.65 19.58
137 C -8.25 -2.95 17.24
138 O -7.71 -2.06 16.62
139 N -9.47 -2.96 17.74
140 C -10.04 -4.18 18.33
141 C -10.24 -1.70 17.71
142 H -7.71 -3.90 17.37
143 H -9.31 -4.72 18.94
144 H -10.33 -4.86 17.53
145 H -10.91 -3.88 18.92
146 H -10.80 -1.77 16.78
147 H -10.92 -1.63 18.55
148 H -9.73 -0.74 17.80

Results
* gap between HOMO and LUMO: 9.09 eV
* max |F|: 4.330 eV/Å
* E_HOMO: -8.90 eV